{"formula": "C22H19N3O8S2", "method": "ωB97M-V with the def2-TZVPD basis set", "symbols": ["C", "O", "C", "C", "C", "C", "C", "C", "S", "C", "S", "N", "C", "C", "O", "O", "C", "C", "O", "N", "C", "C", "C", "C", "N", "O", "O", "C", "C", "O", "C", "C", "O", "C", "C", "H", "H", "H", "H", "H", "H", "H", "H", "H", "H", "H", "H", "H", "H", "H", "H", "H", "H", "H"], "xyz": [[-6.939, -1.950, -0.562], [-5.866, -2.864, -0.511], [-4.625, -2.403, -0.264], [-4.292, -1.064, -0.048], [-2.985, -0.713, 0.197], [-1.957, -1.667, 0.236], [-0.625, -1.220, 0.495], [0.539, -1.906, 0.602], [0.854, -3.626, 0.457], [2.573, -3.408, 0.733], [3.673, -4.610, 0.747], [2.846, -2.090, 0.940], [4.180, -1.569, 1.120], [4.456, -0.508, 0.063], [4.998, 0.543, 0.263], [4.021, -0.929, -1.126], [4.101, -0.031, -2.232], [2.740, 0.671, -2.372], [1.982, 0.430, -3.280], [2.504, 1.529, -1.346], [1.281, 2.036, -0.935], [0.078, 1.772, -1.578], [-1.113, 2.209, -1.033], [-1.092, 2.923, 0.157], [-2.324, 3.327, 0.763], [-3.351, 2.832, 0.333], [-2.279, 4.121, 1.681], [0.106, 3.240, 0.798], [1.300, 2.807, 0.256], [2.526, 3.046, 0.773], [2.617, 3.620, 2.058], [1.787, -1.203, 0.863], [1.933, -0.004, 0.994], [-2.306, -3.011, 0.016], [-3.607, -3.368, -0.228], [-6.801, -1.216, -1.361], [-7.824, -2.548, -0.770], [-7.067, -1.431, 0.392], [-5.042, -0.290, -0.067], [-2.752, 0.327, 0.363], [-0.508, -0.150, 0.631], [4.884, -2.401, 1.016], [4.282, -1.111, 2.108], [4.287, -0.643, -3.116], [4.910, 0.689, -2.073], [3.238, 1.691, -0.662], [0.083, 1.202, -2.492], [-2.054, 2.001, -1.515], [0.062, 3.805, 1.715], [2.234, 4.644, 2.066], [3.679, 3.626, 2.297], [2.081, 3.018, 2.796], [-1.546, -3.775, 0.038], [-3.879, -4.398, -0.397]], "forces_ev_per_a": [[-0.196, 0.183, -0.005], [0.194, -0.240, -0.002], [0.434, 0.083, 0.076], [-0.471, -0.164, -0.096], [0.456, -0.292, 0.045], [-0.735, -0.137, -0.124], [1.146, -0.045, 0.192], [-0.888, 0.009, -0.155], [0.224, -0.095, 0.023], [-0.001, -0.326, -0.015], [-0.177, -0.191, -0.058], [0.184, 0.028, 0.092], [0.160, 0.343, 0.054], [0.124, -0.024, 0.394], [0.098, 0.041, 0.006], [-0.114, -0.331, -0.151], [0.001, 0.275, -0.321], [0.637, -0.248, 0.020], [-0.170, -0.080, -0.184], [0.174, 0.469, 0.396], [-0.224, 0.146, 0.113], [0.195, 0.000, 0.005], [-0.265, 0.298, 0.447], [1.101, -0.522, -0.753], [-0.519, 0.173, 0.307], [-0.284, -0.039, -0.051], [-0.060, 0.135, 0.144], [0.047, 0.032, 0.067], [-0.480, -0.065, -0.332], [-0.019, -0.201, -0.314], [0.085, 0.095, 0.249], [-0.191, 0.650, 0.126], [0.147, -0.262, 0.171], [0.058, 0.283, 0.038], [-0.321, 0.006, -0.047], [0.007, -0.024, 0.034], [0.050, 0.086, 0.017], [0.019, -0.015, -0.036], [-0.107, 0.051, -0.006], [0.052, 0.153, 0.020], [0.053, 0.060, 0.011], [-0.125, 0.161, 0.011], [0.015, -0.041, -0.200], [-0.096, 0.156, 0.142], [-0.104, -0.115, -0.055], [0.037, -0.189, -0.213], [0.015, 0.005, -0.024], [-0.031, -0.022, -0.016], [0.063, 0.022, 0.030], [-0.002, -0.053, -0.017], [-0.091, 0.029, 0.032], [-0.006, 0.004, -0.032], [-0.075, -0.129, -0.033], [-0.027, -0.126, -0.020]], "nbo_charge": [-0.2555, -0.4790, 0.3407, -0.3080, -0.1450, -0.0763, -0.0915, -0.3433, 0.3959, -0.0859, -0.0579, -0.4550, -0.3301, 0.8141, -0.5944, -0.5039, -0.1696, 0.6604, -0.5777, -0.6330, 0.2427, -0.2708, -0.1870, 0.0005, 0.5284, -0.4004, -0.3805, -0.2677, 0.2841, -0.4998, -0.2501, 0.6697, -0.6044, -0.1607, -0.2593, 0.1818, 0.2049, 0.1822, 0.2292, 0.2240, 0.2369, 0.2752, 0.2428, 0.2257, 0.2200, 0.4454, 0.2658, 0.2470, 0.2546, 0.1807, 0.2091, 0.1868, 0.2087, 0.2295], "e_homo_ev": -8.2, "gap_ha": 0.2665, "total_energy_ha": -2412.27027, "smiles": "COc1ccc(/C=C2\\SC(=S)N(CC(=O)OCC(=O)Nc3ccc([N+](=O)[O-])cc3OC)C2=O)cc1", "total_charge": 0, "max_force_ev_per_a": 1.43}